Record 1
Molecular formula: C46H45BF6N2O3S
Method: DFT, the ωB97M-V functional and the def2-TZVPD basis

The geometry in XYZ format:
```
104
Properties=species:S:1:pos:R:3:lowdin_charge:R:1
C 3.210 -1.874 -7.499 -0.129
C 2.656 -1.459 -6.191 -0.602
C 1.558 -0.646 -5.971 -0.136
C 1.296 -0.389 -4.582 -0.133
C 2.190 -1.052 -3.779 -0.403
B 2.456 -1.020 -2.135 -0.935
C 1.271 -2.152 -1.886 -0.058
C 1.673 -3.446 -1.594 0.042
C 0.759 -4.504 -1.627 -0.101
C 1.239 -5.915 -1.420 -0.509
F 0.255 -6.848 -1.604 0.108
F 2.244 -6.211 -2.307 0.119
F 1.746 -6.097 -0.161 0.114
C -0.570 -4.298 -1.935 0.032
C -0.970 -3.001 -2.229 -0.119
C -2.374 -2.879 -2.746 -0.507
F -2.747 -1.582 -2.958 0.110
F -2.524 -3.547 -3.932 0.128
F -3.295 -3.435 -1.880 0.090
C -0.081 -1.927 -2.155 0.006
O 3.757 -1.491 -1.829 -0.014
C 4.928 -0.666 -1.815 -0.116
C 4.727 0.807 -2.286 -0.494
C 5.840 1.698 -1.724 -0.055
C 4.763 0.946 -3.792 -0.043
C 3.362 1.261 -1.724 -0.132
O 2.270 0.381 -1.971 -0.023
S 3.299 -2.036 -4.687 1.096
H 2.528 -1.513 -8.278 0.074
H 4.207 -1.441 -7.668 0.074
H 3.286 -2.967 -7.562 0.071
H 0.969 -0.258 -6.799 0.098
H 0.468 0.220 -4.227 0.103
H 2.725 -3.652 -1.419 0.133
H -1.280 -5.117 -1.974 0.132
H -0.442 -0.931 -2.397 0.118
H 5.261 -0.650 -0.761 0.125
H 5.701 -1.174 -2.414 0.132
H 5.640 2.765 -1.896 0.086
H 5.976 1.567 -0.646 0.076
H 6.807 1.479 -2.194 0.088
H 4.601 1.994 -4.086 0.096
H 5.727 0.599 -4.190 0.095
H 3.972 0.335 -4.232 0.041
H 3.447 1.358 -0.630 0.097
H 3.062 2.238 -2.131 0.142
C -4.189 0.754 4.397 0.001
N -3.408 -0.054 3.496 -0.048
C -3.595 -1.407 3.355 -0.390
O -4.313 -2.101 4.063 0.087
C -2.748 -1.860 2.172 -0.141
C -3.594 -2.323 0.994 -0.073
C -4.623 -1.292 0.630 -0.222
C -5.920 -1.422 1.135 -0.029
C -6.844 -0.397 0.953 -0.068
C -6.475 0.756 0.248 -0.085
C -5.230 0.816 -0.381 -0.075
C -4.312 -0.224 -0.217 -0.047
N -1.984 -0.651 1.868 0.043
C -1.077 -0.571 0.882 0.019
C -0.764 0.657 0.296 -0.061
C 0.526 1.038 -0.046 0.068
C 0.884 2.451 0.027 -0.204
C 2.095 2.878 0.648 -0.036
C 2.430 4.230 0.741 -0.063
C 1.503 5.214 0.364 -0.068
C 0.273 4.818 -0.181 -0.070
C -0.031 3.462 -0.364 -0.020
C -2.459 0.553 2.582 -0.228
C -1.372 1.301 3.310 -0.016
C -1.068 0.963 4.582 -0.050
C -0.456 1.789 5.607 -0.221
C 0.017 1.151 6.776 -0.037
C 0.558 1.887 7.822 -0.079
C 0.622 3.287 7.741 -0.077
C 0.132 3.936 6.600 -0.079
C -0.383 3.202 5.527 -0.024
H -4.744 0.095 5.072 0.102
H -3.517 1.407 4.960 0.085
H -4.888 1.388 3.833 0.103
H -2.059 -2.651 2.502 0.177
H -2.948 -2.563 0.147 0.104
H -4.098 -3.244 1.307 0.140
H -6.175 -2.321 1.704 0.124
H -7.845 -0.499 1.373 0.108
H -7.165 1.598 0.176 0.103
H -4.955 1.672 -1.001 0.107
H -3.354 -0.210 -0.742 0.103
H -0.588 -1.502 0.583 0.159
H -1.565 1.403 0.249 0.112
H 1.306 0.288 0.034 0.133
H 2.764 2.114 1.067 0.121
H 3.419 4.516 1.104 0.112
H 1.747 6.273 0.478 0.109
H -0.446 5.578 -0.491 0.107
H -0.973 3.164 -0.839 0.117
H -2.980 1.245 1.887 0.158
H -0.760 1.984 2.718 0.114
H -1.297 -0.064 4.902 0.134
H -0.056 0.061 6.822 0.115
H 0.933 1.369 8.703 0.106
H 1.053 3.859 8.564 0.105
H 0.159 5.025 6.551 0.105
H -0.757 3.702 4.630 0.112
```

## Properties
E_HOMO = -6.644 eV
F_max = 0.062 Eh/bohr
electronic energy = -85371.2125 eV
gap between HOMO and LUMO = 4.490 eV


Record 2
Molecular formula: C46H45ClI2N5O5PSn
Method: DFT, the ωB97M-V functional and the def2-TZVPD basis

The geometry in XYZ format:
```
106
Properties=species:S:1:pos:R:3:lowdin_charge:R:1
Sn 0.580 0.042 0.445 1.447
I -4.450 0.062 6.991 0.716
C -3.033 0.477 5.509 -0.775
C -2.938 1.803 4.966 -0.274
C -1.943 2.163 4.108 -0.705
I -1.671 4.102 3.560 0.996
C -0.961 1.175 3.591 -0.455
O 0.001 1.469 2.825 -0.209
C -1.227 -0.213 4.037 -0.146
C -0.331 -1.297 3.485 -0.194
N -0.638 -1.648 2.104 -0.118
C -1.849 -2.497 1.954 -0.136
C -2.874 -2.120 0.917 -0.237
C -3.856 -3.136 0.621 -0.036
C -4.837 -2.887 -0.328 -0.090
C -4.823 -1.624 -0.947 -0.092
C -3.886 -0.679 -0.556 -0.143
N -2.920 -0.928 0.330 0.137
C -2.135 -0.485 5.058 -0.166
H -3.700 2.543 5.299 0.074
H -0.405 -2.189 4.115 0.115
H 0.711 -0.925 3.503 0.110
H 0.104 -2.293 1.845 0.065
H -2.335 -2.574 2.915 0.116
H -1.531 -3.504 1.655 0.119
H -3.801 -4.111 1.099 0.102
H -5.547 -3.680 -0.606 0.100
H -5.572 -1.291 -1.695 0.102
H -3.905 0.343 -0.951 0.096
H -2.167 -1.476 5.503 0.085
C 3.350 1.052 3.273 -0.040
C 3.391 -0.453 3.376 -0.218
C 3.695 -0.988 4.616 -0.083
C 3.766 -2.354 4.804 -0.111
C 3.457 -3.199 3.753 -0.088
C 3.165 -2.716 2.497 -0.215
C 2.846 -3.662 1.370 -0.041
C 3.106 -1.305 2.272 -0.185
N 2.701 -0.733 1.029 -0.034
C 3.590 -0.763 -0.014 -0.460
O 4.582 -1.509 -0.139 0.006
C 3.313 0.297 -1.045 -0.199
C 4.243 0.415 -2.102 -0.007
C 4.014 1.301 -3.155 -0.050
C 2.892 2.112 -3.019 -0.008
C 1.992 1.979 -1.939 -0.166
N 2.222 1.080 -0.957 0.026
C 0.939 3.063 -1.814 -0.507
O 0.788 3.854 -2.781 -0.058
N 0.315 3.053 -0.615 0.083
C -0.413 4.138 -0.244 -0.220
C -1.819 4.040 -0.009 -0.289
C -2.509 2.761 -0.156 -0.082
C -2.566 5.185 0.171 -0.123
C -1.941 6.432 0.249 -0.136
C -0.572 6.521 0.132 -0.103
C 0.204 5.406 -0.053 -0.219
C 1.713 5.529 -0.029 -0.057
H 2.731 1.497 4.085 0.092
H 2.905 1.337 2.323 0.056
H 4.389 1.412 3.336 0.082
H 3.835 -0.322 5.451 0.102
H 4.116 -2.774 5.773 0.100
H 3.386 -4.278 3.888 0.098
H 2.656 -4.653 1.794 0.070
H 3.691 -3.720 0.670 0.081
H 1.987 -3.256 0.805 0.054
H 5.101 -0.267 -2.052 0.109
H 4.699 1.371 -3.986 0.094
H 2.639 2.893 -3.748 0.110
H -3.418 2.840 -0.761 0.069
H -2.837 2.372 0.823 0.078
H -1.801 2.018 -0.574 0.044
H -3.643 5.058 0.257 0.102
H -2.525 7.334 0.414 0.079
H -0.088 7.481 0.218 0.093
H 2.035 6.402 0.564 0.064
H 2.132 5.663 -1.039 0.071
H 2.176 4.596 0.403 0.091
Cl 0.800 -7.443 -4.306 0.635
C 0.645 -5.902 -3.553 -0.688
C 1.046 -4.774 -4.292 -0.117
C 1.054 -3.528 -3.713 -0.029
C 0.702 -3.438 -2.371 -0.103
C 0.367 -4.544 -1.582 -0.015
C 0.281 -5.777 -2.206 -0.106
C 0.704 -2.001 -1.775 -0.573
O 0.990 -1.017 -2.477 -0.020
O 0.473 -1.990 -0.503 -0.255
H 1.392 -4.960 -5.306 0.095
H 1.348 -2.630 -4.257 0.121
H 0.141 -4.460 -0.519 0.111
H -0.056 -6.654 -1.667 0.097
C -0.330 1.257 -5.241 -0.335
P -1.425 0.944 -3.845 0.794
C -1.988 -0.735 -4.345 -0.314
C -2.849 2.027 -4.302 -0.322
H -0.869 1.076 -6.208 0.039
H 0.509 0.548 -5.135 0.032
H 0.056 2.292 -5.225 0.036
H -1.136 -1.411 -4.478 0.018
H -2.471 -0.664 -5.333 0.024
H -2.694 -1.180 -3.621 0.025
H -3.207 1.839 -5.337 0.027
H -2.472 3.071 -4.240 0.043
H -3.700 1.892 -3.625 0.015
```

## Properties
E_HOMO = -2.076 eV
F_max = 0.047 Eh/bohr
electronic energy = -109969.0107 eV
gap between HOMO and LUMO = 5.570 eV
charge = -2